Record 1
16
Properties=species:S:1:pos:R:3 method="wB97M-V/def2-TZVPD" e_homo_ev=-8.243 energy_ev=-7289.605 total_charge=0 gap_ev=9.397 relative_energy_kcal_mol=23.4
N -2.210 -1.377 0.972
C -1.558 -0.314 0.310
C -0.452 -0.442 -0.406
C 0.246 0.687 -1.091
C 1.734 0.779 -0.733
N 1.976 0.471 0.665
H -1.694 -1.766 1.743
H -3.171 -1.173 1.183
H -2.027 0.664 0.439
H -0.060 -1.452 -0.483
H 0.188 0.562 -2.174
H -0.255 1.608 -0.799
H 2.264 0.043 -1.343
H 2.103 1.759 -1.052
H 1.318 0.958 1.271
H 2.896 0.800 0.940

---

Record 2
16
Properties=species:S:1:pos:R:3 method="wB97M-V/def2-TZVPD" e_homo_ev=-8.803 energy_ev=-7288.163 total_charge=0 gap_ev=9.741 relative_energy_kcal_mol=56.6
C 0.488 -2.357 0.384
N -0.506 -2.107 -0.358
C -0.758 -0.673 -0.778
C -0.993 0.276 0.398
C 0.238 1.235 0.530
N 0.644 1.841 -0.759
H 0.981 -3.323 0.336
H 0.888 -1.790 1.247
H -1.519 -0.782 -1.552
H 0.221 -0.476 -1.202
H -1.851 0.921 0.205
H -0.917 -0.248 1.350
H -0.168 2.075 1.094
H 1.145 0.819 0.949
H 0.507 2.843 -0.777
H 1.601 1.746 -1.067

---

Record 3
16
Properties=species:S:1:pos:R:3 method="wB97M-V/def2-TZVPD" e_homo_ev=-8.871 energy_ev=-7289.333 total_charge=0 gap_ev=9.930 relative_energy_kcal_mol=29.7
H 2.739 1.687 0.890
N 1.996 1.900 1.563
C 1.100 1.029 1.423
N 1.142 -0.092 0.549
C 0.518 -0.002 -0.759
C -1.013 0.037 -0.721
C -1.710 -1.289 -0.425
H 0.158 1.108 1.970
H 1.557 -0.948 0.861
H 0.828 0.935 -1.226
H 0.886 -0.818 -1.377
H -1.328 0.453 -1.686
H -1.322 0.864 -0.074
H -2.032 -1.772 -1.345
H -2.519 -1.141 0.281
H -1.000 -1.950 0.076

---

Record 4
16
Properties=species:S:1:pos:R:3 method="wB97M-V/def2-TZVPD" e_homo_ev=-8.792 energy_ev=-7287.571 total_charge=0 gap_ev=9.915 relative_energy_kcal_mol=70.3
C -1.665 0.518 1.397
C -1.832 -0.492 0.525
N -2.339 -0.357 -0.816
H -1.328 1.503 1.136
H -1.523 0.249 2.483
H -1.359 -1.441 0.724
H -1.687 0.156 -1.409
H -3.328 0.075 -0.869
C 2.133 -0.908 0.269
C 2.124 0.370 -0.074
N 1.213 0.759 -1.107
H 1.668 -1.681 -0.322
H 2.665 -1.265 1.183
H 2.701 1.266 0.344
H 0.798 -0.020 -1.612
H 1.758 1.270 -1.852

---

Record 5
16
Properties=species:S:1:pos:R:3 method="wB97M-V/def2-TZVPD" e_homo_ev=-8.237 energy_ev=-7287.871 total_charge=0 gap_ev=9.271 relative_energy_kcal_mol=63.4
C 0.136 0.977 -3.423
C -0.200 0.937 -2.138
N -0.222 -0.224 -1.438
H 0.601 0.029 -3.783
H -0.129 1.849 -4.126
H -0.480 1.762 -1.515
H -0.180 -1.020 -2.071
H -1.020 -0.417 -0.803
C 0.379 -1.399 1.512
N -0.343 -0.790 2.442
C 0.176 0.490 2.953
H 0.042 -2.424 1.248
H 1.455 -1.084 1.174
H -0.461 1.218 2.509
H 1.229 0.628 2.870
H -0.054 0.526 4.047

---

Record 6
16
Properties=species:S:1:pos:R:3 method="wB97M-V/def2-TZVPD" e_homo_ev=-7.814 energy_ev=-7288.490 total_charge=0 gap_ev=8.821 relative_energy_kcal_mol=49.1
C 2.698 -0.371 -0.045
C 1.279 0.201 0.112
N 0.304 -0.634 0.035
N -0.965 -0.161 0.049
C -2.028 -1.110 0.003
C -1.142 1.277 -0.024
H 2.739 -1.118 -0.838
H 3.467 0.438 -0.220
H 3.043 -0.867 0.913
H 1.174 1.278 0.191
H -2.906 -0.497 -0.340
H -2.296 -1.543 1.051
H -1.782 -1.889 -0.729
H -0.544 1.697 -0.870
H -2.215 1.481 -0.209
H -0.827 1.817 0.919

---

Record 7
17
Properties=species:S:1:pos:R:3 method="wB97M-V/def2-TZVPD" e_homo_ev=-9.623 energy_ev=-9337.393 total_charge=0 gap_ev=10.429 relative_energy_kcal_mol=36.8
C -1.497 -1.076 -0.314
C -0.210 -0.241 -0.669
C 0.770 -1.086 -1.483
N 0.452 0.252 0.523
C 0.030 1.431 0.965
N 0.553 1.826 2.178
O -0.610 2.265 0.349
H -2.043 -1.242 -1.267
H -1.251 -2.112 -0.199
H -1.927 -0.619 0.561
H -0.534 0.646 -1.415
H 0.296 -1.963 -2.056
H 1.333 -1.662 -0.753
H 1.424 -0.516 -2.151
H 1.560 0.192 0.410
H 0.814 1.107 2.824
H 0.840 2.796 2.497

---

Record 8
17
Properties=species:S:1:pos:R:3 method="wB97M-V/def2-TZVPD" e_homo_ev="-9.015 / -8.817" energy_ev=-9332.323 total_charge=0 gap_ev="9.227 / 8.857" relative_energy_kcal_mol=153.7
C -1.274 -0.721 0.700
C -0.350 0.384 0.033
C -0.351 1.674 1.009
C 1.568 -0.463 -1.172
N 0.710 -1.738 1.294
N 1.028 -0.045 0.025
O -0.491 -1.265 1.817
H -2.215 -0.390 1.026
H -1.492 -1.603 0.102
H -0.724 0.550 -1.048
H -1.405 2.132 1.358
H 0.136 2.427 0.334
H 0.311 1.345 1.851
H 1.744 0.443 -1.783
H 2.551 -0.820 -0.990
H 1.111 -1.269 -1.721
H 0.370 -2.299 0.496

---

Per-record max |F|, eV/Å: 0.6; 2.5; 1.0; 2.7; 4.0; 1.9; 5.2; 3.6